No. 1
This record from the Open Molecules 2025 dataset describes a single C21H32N2O molecule. The level of theory is ωB97M-V/def2-TZVPD.

Calculated values
- SMILES string: CCCC[C@H](CC)C(=O)N1CCN(C/C=C/c2ccccc2)CC1
- M: 328.5 g mol⁻¹
- Kohn-Sham gap: 0.3368 Eh

Each line ends with the Mulliken charge.
Element x y z (Å)
C1 -1.262514 6.249208 0.873507  -1.219
C2 -1.274058 5.034297 -0.046990  -0.701
C3 -0.425120 3.874055 0.473514  0.197
C4 1.071939 4.176635 0.475768  -1.522
C5 1.895079 2.964794 0.930293  1.141
C6 3.383799 3.318620 1.041819  -1.056
C7 4.201455 2.165453 1.610904  -1.188
C8 1.752043 1.875036 -0.126056  0.076
O1 2.063209 2.108383 -1.281400  -0.717
N1 1.313104 0.643171 0.235642  0.226
C9 0.795202 0.187275 1.501628  -0.779
C10 -0.698233 -0.128555 1.372950  -0.822
N2 -0.884648 -1.149050 0.361486  0.220
C11 -2.256443 -1.609632 0.264565  -1.003
C12 -2.370304 -2.936489 -0.423637  -0.569
C13 -1.365822 -3.801551 -0.537053  0.018
C14 -1.406921 -5.111439 -1.170148  0.820
C15 -2.503900 -5.574910 -1.898476  -0.423
C16 -2.490523 -6.829782 -2.475500  -0.611
C17 -1.383416 -7.651893 -2.341018  -0.447
C18 -0.284698 -7.205441 -1.625944  -0.505
C19 -0.296274 -5.949644 -1.050713  -0.463
C20 -0.381981 -0.673594 -0.916019  -0.677
C21 1.105720 -0.356260 -0.795373  -1.090
H1 -1.574807 5.969844 1.877882  0.307
H2 -0.269837 6.687599 0.929928  0.307
H3 -1.946150 7.009216 0.501918  0.387
H4 -0.913690 5.323566 -1.036219  0.334
H5 -2.304943 4.688378 -0.159097  0.370
H6 -0.600377 3.003729 -0.164404  -0.023
H7 -0.748426 3.617595 1.487053  0.223
H8 1.387308 4.448027 -0.533230  0.304
H9 1.282364 5.015204 1.141374  0.458
H10 1.536195 2.648174 1.910274  0.396
H11 3.495482 4.197416 1.681306  0.433
H12 3.752374 3.571714 0.046441  0.359
H13 5.249060 2.446653 1.688479  0.429
H14 4.127841 1.292776 0.965910  0.280
H15 3.846205 1.892028 2.603220  0.272
H16 1.323665 -0.734050 1.774339  0.358
H17 0.950361 0.920059 2.289626  0.417
H18 -1.244583 0.801490 1.127956  0.320
H19 -1.069211 -0.507310 2.328660  0.468
H20 -2.898043 -0.872476 -0.254266  0.437
H21 -2.652485 -1.716951 1.281932  0.388
H22 -3.357282 -3.161238 -0.802448  0.332
H23 -0.411231 -3.523484 -0.109737  0.236
H24 -3.372648 -4.946348 -2.021129  0.251
H25 -3.348892 -7.170636 -3.036546  0.374
H26 -1.376686 -8.632538 -2.793415  0.369
H27 0.584087 -7.838900 -1.518722  0.375
H28 0.564696 -5.606969 -0.493925  0.352
H29 -0.919551 0.235212 -1.244810  0.234
H30 -0.533711 -1.453588 -1.663707  0.536
H31 1.653596 -1.264451 -0.524418  0.336
H32 1.492622 0.041571 -1.733974  0.470

Cartesian forces (eV/Å) of the 2 atoms listed first:
-0.022 -0.122 -0.218
-0.027 -0.117 0.224

---

No. 2
This record from the Open Molecules 2025 dataset describes C20H47B3NO16PS3 as an isolated structure in a non-equilibrium geometry. The level of theory is ωB97M-V/def2-TZVPD.

Calculated values
- M: 717.2 g mol⁻¹
- Kohn-Sham gap: 0.2882 Eh

Each line ends with the Mulliken charge.
Element x y z (Å)
C1 0.452247 -0.633764 -1.946039  -1.286
C2 0.557293 0.883788 -1.719782  0.456
P1 0.134595 1.900804 -3.228255  -0.430
C3 -1.413208 1.267519 -4.050796  0.290
C4 -1.028749 0.501936 -5.357807  -1.332
B1 -0.280080 3.625378 -2.540035  0.387
O1 -1.448261 4.350510 -2.782005  -0.333
B2 -1.966907 4.667608 -1.509563  0.243
C5 -3.513388 4.504614 -1.285619  -0.791
C6 -4.376654 4.743044 -2.564673  -0.799
C7 -4.555169 3.379980 -3.310491  0.088
C8 -5.979018 2.801869 -3.192566  -1.032
C9 -6.123084 1.603833 -2.217672  -0.640
O2 -4.916391 1.306724 -1.493794  -0.120
C10 -4.961897 0.003705 -1.050685  0.586
C11 -4.665206 -1.133306 -2.025003  -0.906
O3 -5.191052 -0.209834 0.065020  -0.531
O4 -1.137424 5.089517 -0.464318  -0.125
B3 0.006351 4.290495 -0.465755  0.264
O5 0.405746 3.619024 0.680403  -0.024
N1 -0.728143 3.454534 1.557831  0.087
O6 -1.419473 2.609949 1.172658  -0.037
O7 0.675644 4.198998 -1.666622  -0.162
H1 0.867028 -0.950631 -2.907771  0.345
H2 1.047686 -1.123566 -1.164644  0.373
H3 -0.568243 -1.006536 -1.808762  0.182
H4 -0.017389 1.173313 -0.832810  0.052
H5 1.596862 1.128177 -1.469835  -0.001
H6 -2.063641 0.676226 -3.397036  0.028
H7 -1.984896 2.145223 -4.377449  0.073
H8 -0.876554 -0.552536 -5.110815  0.298
H9 -0.109392 0.943285 -5.753012  0.348
H10 -1.789614 0.627585 -6.134821  0.408
H11 -3.873198 5.156005 -0.476858  0.364
H12 -3.674859 3.470823 -0.932677  0.309
H13 -5.360869 5.144374 -2.306458  0.450
H14 -3.860877 5.475808 -3.193162  0.296
H15 -3.762856 2.698279 -3.000813  -0.277
H16 -4.366109 3.597289 -4.371528  0.582
H17 -6.297871 2.482945 -4.191657  0.354
H18 -6.701193 3.568093 -2.894421  0.331
H19 -6.444024 0.720149 -2.787999  0.447
H20 -6.918617 1.834231 -1.497118  0.296
H21 -5.381910 -1.937972 -1.869705  0.332
H22 -3.655350 -1.479310 -1.786725  0.190
H23 -4.694485 -0.741572 -3.046007  0.355
O8 -2.774294 1.903811 7.381195  -0.637
S1 -1.530380 1.424290 6.862955  1.180
O9 -0.571312 2.319741 6.295609  -0.593
O10 -1.824170 0.247288 5.827448  -0.263
C12 -2.695232 0.524342 4.714478  -0.578
C13 -2.033633 1.391301 3.661007  -0.880
C14 -0.727335 0.445599 8.089624  -0.933
H24 -3.625259 0.973642 5.068494  0.378
H25 -2.950381 -0.441193 4.280031  0.277
H26 -1.820587 2.388147 4.046802  0.386
H27 -2.683478 1.498906 2.796217  0.404
H28 -1.085220 0.953737 3.345642  0.278
H29 -1.441443 -0.260861 8.504509  0.315
H30 -0.372958 1.124300 8.862732  0.369
H31 0.113800 -0.069129 7.631777  0.312
O11 4.345010 -1.174396 -0.600380  -0.640
S2 4.951533 -1.022562 0.688263  1.281
O12 4.203739 -1.252690 1.885852  -0.626
O13 5.630618 0.421461 0.767354  -0.293
C15 4.801596 1.568541 0.514161  -0.351
C16 3.850660 1.862584 1.658271  -0.947
C17 6.430943 -1.974160 0.755078  -0.806
H32 4.260080 1.438547 -0.425667  0.260
H33 5.478361 2.411346 0.380249  0.290
H34 3.119010 1.064140 1.778422  0.307
H35 3.306705 2.789871 1.472764  0.317
H36 4.394361 1.949445 2.599471  0.333
H37 7.020342 -1.780051 -0.137155  0.333
H38 6.141000 -3.023781 0.795189  0.223
H39 6.980248 -1.705669 1.654171  0.334
O14 6.202483 -5.566968 0.545887  -0.566
S3 5.788073 -6.921771 0.752950  1.137
O15 6.343336 -7.988769 -0.017625  -0.597
O16 4.197103 -6.988024 0.673923  -0.283
C18 3.555464 -6.498919 -0.518483  -0.247
C19 3.730987 -7.437261 -1.697507  -1.030
C20 5.945192 -7.323103 2.461579  -0.969
H40 3.916043 -5.495425 -0.754133  0.262
H41 2.496668 -6.411925 -0.279327  0.284
H42 4.775002 -7.499892 -2.002028  0.314
H43 3.152724 -7.085082 -2.552516  0.389
H44 3.406623 -8.445177 -1.436906  0.263
H45 5.497643 -6.530668 3.055969  0.319
H46 7.008603 -7.404352 2.677467  0.370
H47 5.454327 -8.275817 2.643836  0.334

Cartesian forces (eV/Å) of the 2 atoms listed first:
0.241 0.046 0.531
-0.072 0.039 0.211